Entry 1:
Computed, not measured: C6H10BBr2ClCuNO4 as an isolated structure at a distorted geometry, with ωB97M-V/def2-TZVPD.

Results
Spin multiplicity ... 2
Expectation value of S² ... 0.793
Frontier orbital gap (alpha / beta) ... 7.06 / 5.25 eV
Total energy ... -7863.456038 Ha
Molar mass ... 429.768 g mol⁻¹
Total charge ... +1
F_max ... 8.461 eV/Å

Structure (XYZ):
```
26
Properties=species:S:1:pos:R:3:forces:R:3
C 3.303843 -1.129808 0.365902 1.18 -0.23 0.63
O 1.947865 -1.103190 -0.236591 0.14 4.06 -0.04
B 1.555111 0.322199 -0.497970 0.62 -3.47 0.26
O 2.200747 0.973262 -1.654049 -1.87 -1.31 0.68
C 0.407918 1.046170 0.483589 -0.32 1.59 -1.05
Cl 0.929240 0.855695 2.269338 -0.07 0.37 -1.24
N -0.982505 0.532428 0.183580 1.44 -0.10 2.22
C -1.269202 -0.809190 0.820202 -0.46 -1.56 -2.45
Br -2.320569 -0.684907 2.547607 0.97 -0.02 -1.09
C -2.284094 -1.605710 -0.243988 -0.92 0.98 1.93
C -3.700360 -0.769008 -0.451274 0.10 -0.75 -0.45
Br -1.422251 -1.749470 -2.060178 -0.19 -0.09 1.36
C 0.485573 2.688741 0.178794 -3.41 4.22 -0.08
O -0.609548 3.465199 0.026436 7.05 -4.62 0.72
O 1.789842 3.420980 0.105214 -4.05 -2.87 0.06
H 3.330517 -0.364859 1.279914 0.12 -1.76 -1.85
H 3.536355 -2.233324 0.756311 -0.75 2.59 -0.89
H 4.147883 -0.857292 -0.425257 -1.81 -0.52 1.54
H 1.865865 0.460963 -2.461473 1.11 0.90 1.16
H -1.737495 1.168697 0.537147 1.22 -0.28 -0.53
H -0.341298 -1.509099 0.950856 -1.60 1.79 -0.01
H -2.467760 -2.662865 0.247785 0.37 2.07 -1.50
H -4.063721 -1.037498 -1.553799 0.48 0.62 2.67
H -3.581214 0.393164 -0.382401 -0.01 -2.28 -0.18
H -4.460372 -1.108597 0.378523 1.45 0.66 -1.84
Cu 3.739628 2.297320 -1.164219 -0.80 0.01 -0.01
```
Forces are in eV/Å.

natural (NBO) population analysis, charges in e, atoms 1 to 8: -0.3002, -0.7755, 1.3162, -1.0831, -0.2877, -0.0110, -0.6533, -0.1187

Entry 2:
Computed, not measured: C6H10BBrN2O2 as an isolated structure at a distorted geometry, with ωB97M-V/def2-TZVPD.

Results
Energy relative to the best compared isomer or geometry (same formula, charge and spin) ... 0.00 kJ/mol
Frontier orbital gap ... 8.63 eV
Total energy ... -3093.547081 Ha
Molar mass ... 232.874 g mol⁻¹
Total charge ... 0
F_max ... 4.868 eV/Å

Structure (XYZ):
```
22
Properties=species:S:1:pos:R:3:forces:R:3
B 2.132422 -0.328721 -1.629352 -0.38 -0.46 0.16
C 0.251820 -0.638765 1.625495 -0.08 -0.02 -0.20
C -0.830553 0.148794 2.057675 0.35 -0.26 -0.31
C 0.143638 -0.679772 0.254038 3.77 -2.22 -2.13
C -1.157418 0.528879 3.455495 -0.14 0.07 -0.08
C -1.473126 0.293689 -1.388239 -0.14 0.00 -0.45
C 1.445960 -1.532885 -0.886269 -3.23 2.24 2.11
N -1.521516 0.546514 1.000107 -0.74 0.50 0.42
N -0.921509 0.046356 -0.087788 0.30 -0.13 0.43
O 3.242563 0.207245 -1.082670 0.70 0.05 0.55
O 1.562305 0.121836 -2.782924 -0.32 0.00 -0.45
Br 1.557399 -1.476232 2.687430 -0.12 0.10 -0.13
H -2.197121 0.307009 3.681790 -0.07 -0.02 0.07
H -0.511972 -0.016630 4.141532 -0.06 0.04 0.04
H -1.001335 1.595708 3.596939 0.01 0.10 0.10
H -0.708898 0.695032 -2.052347 -0.07 -0.01 0.01
H -1.864165 -0.629672 -1.821306 -0.01 0.07 0.02
H -2.282814 1.010130 -1.265221 0.07 -0.06 0.00
H 2.035706 -2.067716 -0.159798 0.12 -0.07 0.14
H 0.828426 -2.185615 -1.485629 0.01 -0.16 -0.18
H 3.672024 0.940724 -1.522517 -0.04 0.14 -0.13
H 2.012655 0.841503 -3.228471 0.07 0.11 -0.01
```
Forces are in eV/Å.

natural (NBO) population analysis, charges in e, atoms 1 to 8: 1.0752, -0.2571, 0.1129, 0.2004, -0.6392, -0.4071, -0.6933, -0.2803

Entry 3:
Computed, not measured: one molecule with the formula C6H10BNO2 at a distorted geometry, with ωB97M-V/def2-TZVPD.

Results
Energy relative to the best compared isomer or geometry (same formula, charge and spin) ... 116.59 kJ/mol
Frontier orbital gap ... 8.24 eV
Total energy ... -464.738668 Ha
Molar mass ... 138.963 g mol⁻¹
Total charge ... 0
SMILES ... C[C@H]1C=CN=C[C@@H]1B(O)O
F_max ... 5.621 eV/Å

Structure (XYZ):
```
20
Properties=species:S:1:pos:R:3:forces:R:3
C 1.751442 0.961407 0.788984 -1.12 2.11 0.98
C 0.610075 0.536051 -0.140225 -1.70 -0.47 1.53
C 0.893660 -0.381520 -1.271798 -0.32 -1.90 1.82
C 0.643470 -1.699739 -1.112932 1.80 -0.04 -3.78
N 0.159415 -2.350882 -0.000249 -0.74 0.47 1.55
C -0.395612 -1.561301 0.858726 0.06 -2.87 0.29
C -0.531942 -0.133986 0.795048 -0.72 1.32 -1.37
B -2.113708 -0.056721 0.144507 5.29 1.90 -0.07
O -2.190024 0.729463 -0.953610 -0.17 0.50 -0.39
O -3.096696 -0.759517 0.597295 -2.76 -1.40 1.43
H 2.534424 0.271863 0.805211 1.22 -1.36 0.07
H 1.329554 1.049828 1.853697 0.81 0.02 -1.49
H 2.220385 1.947525 0.545294 -0.52 -0.69 0.02
H 0.197733 1.310974 -0.758048 -0.51 1.36 0.87
H 1.162936 0.143236 -2.150241 0.61 -0.38 -1.07
H 0.914579 -2.385072 -2.005481 -0.72 1.00 1.55
H -0.927373 -1.999521 1.743172 0.67 -0.12 -0.80
H -0.437108 0.087981 1.881924 -0.38 0.89 -0.80
H -3.047345 0.638757 -1.369933 -0.22 0.22 -0.51
H -3.897043 -0.367492 0.234310 -0.57 -0.57 0.16
```
Forces are in eV/Å.

natural (NBO) population analysis, charges in e, atoms 1 to 8: -0.6041, -0.2600, -0.2251, -0.0386, -0.4745, 0.1639, -0.5846, 1.1124

Entry 4:
Computed, not measured: an isolated ion of composition C6H10BrN2 and charge +1, with ωB97M-V/def2-TZVPD.

Results
Energy relative to the best compared isomer or geometry (same formula, charge and spin) ... 29.79 kJ/mol
Frontier orbital gap ... 9.42 eV
Total energy ... -2917.874662 Ha
Molar mass ... 190.064 g mol⁻¹
Total charge ... +1
SMILES ... C=C(C)/C=C\[NH+]=C(\N)Br
F_max ... 0.722 eV/Å

Structure (XYZ):
```
19
Properties=species:S:1:pos:R:3:forces:R:3
C -1.951195 0.085855 0.970356 0.32 0.09 -0.16
C -1.368580 -0.722317 0.092285 -0.02 -0.12 0.27
C -1.370908 -2.213953 0.243494 -0.06 -0.03 0.10
C -0.816597 -0.264278 -1.187736 0.12 0.41 0.04
C 0.147555 0.600183 -1.481194 -0.30 -0.27 -0.60
N 0.947962 1.349667 -0.559078 -0.15 0.33 0.18
C 1.974687 0.915460 0.122901 0.01 -0.57 0.24
N 2.706663 1.684586 0.905594 0.06 0.02 0.03
Br 2.418106 -0.906669 0.038966 -0.01 0.54 0.06
H -2.430836 -0.308193 1.847590 -0.10 -0.12 0.22
H -1.991238 1.151910 0.832959 -0.02 0.26 -0.10
H -1.966990 -2.514099 1.099579 -0.03 -0.05 0.06
H -0.361326 -2.596381 0.377623 0.12 -0.07 -0.02
H -1.781232 -2.681091 -0.649390 -0.05 -0.12 -0.07
H -1.284253 -0.737354 -2.042809 0.08 0.00 -0.21
H 0.380968 0.839640 -2.510694 0.01 -0.06 -0.01
H 0.760548 2.350353 -0.563042 0.14 -0.13 0.18
H 3.483485 1.299721 1.424486 -0.11 -0.02 -0.11
H 2.503188 2.666951 1.038108 -0.02 -0.09 -0.07
```
Forces are in eV/Å.

natural (NBO) population analysis, charges in e, atoms 1 to 8: -0.3428, -0.0639, -0.6323, -0.1204, -0.0933, -0.5501, 0.4576, -0.7369

Entry 5:
Computed, not measured: an isolated ion of composition C6H10BrN2S2 and charge +1 at a distorted geometry, with ωB97M-V/def2-TZVPD.

Results
Energy relative to the best compared isomer or geometry (same formula, charge and spin) ... 15.44 kJ/mol
Frontier orbital gap ... 7.69 eV
Total energy ... -3714.156025 Ha
Molar mass ... 254.198 g mol⁻¹
Total charge ... +1
F_max ... 4.383 eV/Å

Structure (XYZ):
```
21
Properties=species:S:1:pos:R:3:forces:R:3
C -0.922693 0.463341 0.905756 -0.18 2.01 0.32
C 0.831280 0.912796 -1.343211 3.36 -0.70 0.37
C 1.895148 -1.062627 -0.137640 1.85 3.63 1.61
C 2.769766 -0.950514 1.089475 0.17 0.74 1.07
C -3.303825 0.236777 0.401651 -0.44 -0.51 -1.27
C -2.202123 -0.704981 2.491325 -0.58 0.49 0.10
N 1.484757 0.023898 -0.671609 -0.45 -0.80 -0.76
N -2.111796 -0.039793 1.186981 0.50 -0.32 -0.86
S 0.175958 0.974501 1.996001 0.22 -0.60 -0.74
S -0.729275 1.330256 -1.017784 -1.65 -0.13 1.08
Br 2.018615 2.031244 -2.538305 -1.58 -1.23 1.06
H 1.795425 -2.013871 -0.528734 -0.75 -1.76 -1.37
H 3.615666 -1.621553 1.276918 0.05 -0.05 -1.30
H 2.269020 -1.185143 2.009329 -1.35 -0.47 0.36
H 3.050708 0.077026 1.368405 0.11 -0.22 -0.90
H -3.463101 -0.432553 -0.472507 0.63 0.25 0.42
H -4.256329 0.116482 0.936553 0.70 0.36 0.44
H -3.162777 1.246077 0.046572 -0.68 0.32 -0.19
H -1.386088 -1.489549 2.442760 -1.57 0.38 0.70
H -1.922038 0.064167 3.261400 -0.34 -0.88 -0.45
H -3.317823 -0.945618 2.575024 1.97 -0.51 0.30
```
Forces are in eV/Å.

natural (NBO) population analysis, charges in e, atoms 1 to 8: 0.0556, 0.0599, 0.2968, -0.7274, -0.4244, -0.4140, -0.3775, -0.4286

Entry 6:
Computed, not measured: one molecule with the formula C6H10BrN3 at a distorted geometry, with ωB97M-V/def2-TZVPD.

Results
Energy relative to the best compared isomer or geometry (same formula, charge and spin) ... 409.58 kJ/mol
Frontier orbital gap ... 8.29 eV
Total energy ... -2972.752851 Ha
Molar mass ... 204.071 g mol⁻¹
Total charge ... 0
F_max ... 5.043 eV/Å

Structure (XYZ):
```
20
Properties=species:S:1:pos:R:3:forces:R:3
C 0.968158 -1.852055 0.330381 -0.98 4.19 -2.14
C 0.333578 0.038572 -0.575884 1.31 -4.42 2.05
C -0.337663 -2.101647 0.694158 0.10 0.77 0.15
C 1.431229 2.260110 -0.211413 0.04 -0.05 -0.10
C -1.825765 1.035817 -0.054280 -0.26 0.42 0.06
C 1.038914 1.160726 -1.204921 -0.12 0.41 0.01
N -1.241538 -1.106503 0.653251 -0.84 -0.84 0.56
N -0.828199 -0.020544 -0.013910 0.70 0.01 -0.45
N -0.772250 -3.276137 1.261371 -0.08 -0.22 -0.16
Br 2.192484 -2.909229 -0.562771 0.02 -0.25 0.02
H 1.920031 3.077007 -0.739749 0.03 0.05 0.02
H 2.117115 1.869402 0.536550 0.01 -0.02 0.06
H 0.554183 2.656489 0.295699 -0.01 0.06 0.06
H -1.627435 1.771359 0.726445 0.00 -0.07 -0.02
H -1.807959 1.527316 -1.025915 0.03 -0.02 0.02
H -2.796916 0.580446 0.124281 0.11 0.01 -0.07
H 1.933874 0.782763 -1.701940 -0.12 -0.05 -0.05
H 0.385840 1.589163 -1.976011 0.08 -0.04 -0.07
H -0.061667 -3.911567 1.584752 -0.06 0.10 0.05
H -1.576012 -3.171486 1.859906 0.04 -0.06 -0.01
```
Forces are in eV/Å.

natural (NBO) population analysis, charges in e, atoms 1 to 8: -0.2810, 0.3095, 0.2311, -0.5920, -0.4145, -0.5095, -0.4144, -0.1667